Below is a cluster of 15 separate species, C61H147N19O15 in total at a distorted geometry, with properties calculated with ωB97M-V/def2-TZVPD.

Last columns: bonded neighbours and bond lengths (Å).
Positions of all 242 atoms, in Å:
1 C 0.90689 -5.36062 1.56704  C2 1.513, H12 1.062, H13 1.076, H14 1.055
2 C -0.45411 -5.88483 1.16315  C1 1.513, C3 1.486, N7 1.476, C11 1.531
3 C -0.42216 -6.62280 -0.12581  C2 1.486, C4 1.550, H15 1.111, H16 1.142
4 C -1.77253 -7.26327 -0.53633  C3 1.550, C5 1.491, H17 1.068, H18 1.095
5 C -2.14635 -8.27781 0.49087  C4 1.491, C6 1.586, H19 1.079, H20 1.126
6 C -2.20795 -7.58144 1.91426  C5 1.586, N7 1.513, C9 1.499, C10 1.536
7 N -0.88845 -6.88259 2.16004  C2 1.476, C6 1.513, O8 1.408
8 O -0.88339 -6.21683 3.40108  N7 1.408, H30 0.951
9 C -3.48684 -6.80192 1.98455  C6 1.499, H21 1.100, H22 1.086, H23 1.075
10 C -2.21573 -8.71702 2.94804  C6 1.536, H24 1.068, H25 1.109, H26 1.098
11 C -1.31520 -4.61920 1.17308  C2 1.531, H27 1.089, H28 1.058, H29 1.115
12 H 1.27476 -4.70999 0.81314  C1 1.062
13 H 1.65091 -6.10140 1.80148  C1 1.076
14 H 0.86943 -4.75190 2.42751  C1 1.055
15 H 0.01882 -6.08745 -0.99323  C3 1.111
16 H 0.30573 -7.50062 -0.06626  C3 1.142
17 H -1.59868 -7.68423 -1.50255  C4 1.068
18 H -2.47756 -6.43481 -0.65723  C4 1.095
19 H -1.36099 -9.01667 0.52435  C5 1.079
20 H -3.08534 -8.85016 0.25081  C5 1.126
21 H -4.31156 -7.51779 2.11881  C9 1.100
22 H -3.46529 -6.17266 2.86965  C9 1.086
23 H -3.58409 -6.11640 1.16191  C9 1.075
24 H -2.59342 -8.30563 3.85845  C10 1.068
25 H -2.93278 -9.50395 2.63656  C10 1.109
26 H -1.20218 -9.12590 3.05067  C10 1.098
27 H -2.38856 -4.61684 0.99188  C11 1.089
28 H -0.94464 -3.91234 0.47789  C11 1.058
29 H -1.18961 -4.13039 2.16764  C11 1.115
30 H -0.25353 -6.76899 3.85125  O8 0.951
31 C 4.39600 2.78317 6.54593  C32 1.545, H42 1.067, H43 1.135, H44 1.070
32 C 4.29978 3.53100 5.19769  C31 1.545, C33 1.537, N37 1.537, C41 1.539
33 C 5.48845 3.15314 4.29915  C32 1.537, C34 1.535, H45 1.121, H46 1.092
34 C 5.35582 1.73915 3.71694  C33 1.535, C35 1.511, H47 1.045, H48 1.068
35 C 4.05026 1.60308 2.96774  C34 1.511, C36 1.535, H49 1.096, H50 1.124
36 C 2.79458 1.89738 3.80026  C35 1.535, N37 1.465, C39 1.556, C40 1.537
37 N 3.02998 3.21830 4.38965  C32 1.537, C36 1.465, O38 1.407
38 O 1.89910 3.59549 5.13616  N37 1.407, H60 0.934
39 C 1.49433 1.94266 2.94755  C36 1.556, H51 1.055, H52 1.079, H53 1.117
40 C 2.46101 0.83753 4.86161  C36 1.537, H54 1.086, H55 1.092, H56 1.079
41 C 4.25166 5.05327 5.41716  C32 1.539, H57 1.088, H58 1.102, H59 1.080
42 H 4.54640 1.72884 6.48844  C31 1.067
43 H 3.40526 2.95649 7.07155  C31 1.135
44 H 5.24713 3.08261 7.12130  C31 1.070
45 H 5.48311 3.94905 3.51008  C33 1.121
46 H 6.42886 3.24365 4.84719  C33 1.092
47 H 5.53892 0.96417 4.39435  C34 1.045
48 H 6.17561 1.68701 3.03438  C34 1.068
49 H 3.87766 0.66775 2.42316  C35 1.096
50 H 4.09644 2.42388 2.20179  C35 1.124
51 H 1.12880 0.97436 2.74154  C39 1.055
52 H 0.77260 2.45805 3.56134  C39 1.079
53 H 1.67143 2.63139 2.08625  C39 1.117
54 H 1.64042 1.13996 5.50547  C40 1.086
55 H 2.16182 0.00620 4.22008  C40 1.092
56 H 3.22196 0.51257 5.55430  C40 1.079
57 H 5.22912 5.51383 5.28673  C41 1.088
58 H 3.82403 5.20726 6.42131  C41 1.102
59 H 3.55294 5.41778 4.67912  C41 1.080
60 H 1.34492 4.11175 4.58969  O38 0.934
61 C 1.25181 -4.25169 -5.88092  C62 1.558, H72 1.092, H73 1.086, H74 1.112
62 C 1.90745 -3.16567 -4.97648  C61 1.558, C63 1.553, N67 1.421, C71 1.558
63 C 1.92726 -3.60165 -3.48555  C62 1.553, C64 1.504, H75 1.129, H76 1.110
64 C 3.06282 -4.56569 -3.27917  C63 1.504, C65 1.538, H77 1.058, H78 1.120
65 C 4.39476 -3.86468 -3.59324  C64 1.538, C66 1.523, H79 1.086, H80 1.152
66 C 4.45501 -3.43386 -5.05299  C65 1.523, N67 1.485, C69 1.499, C70 1.570
67 N 3.20017 -2.68619 -5.31920  C62 1.421, C66 1.485, O68 1.423
68 O 3.25294 -2.19139 -6.65267  N67 1.423, H90 0.960
69 C 5.59046 -2.47714 -5.25748  C66 1.499, H81 1.150, H82 1.120, H83 1.090
70 C 4.56539 -4.59365 -6.10504  C66 1.570, H84 1.084, H85 1.050, H86 1.052
71 C 0.98169 -1.91270 -4.93460  C62 1.558, H87 1.128, H88 1.115, H89 1.078
72 H 1.29592 -3.91160 -6.91811  C61 1.092
73 H 0.17995 -4.24812 -5.70333  C61 1.086
74 H 1.57782 -5.29679 -5.68566  C61 1.112
75 H 2.17114 -2.67487 -2.88946  C63 1.129
76 H 0.90806 -3.96019 -3.23088  C63 1.110
77 H 3.00058 -5.38465 -3.94652  C64 1.058
78 H 3.12940 -5.01848 -2.25644  C64 1.120
79 H 5.28567 -4.43407 -3.34332  C65 1.086
80 H 4.47531 -2.87323 -3.01288  C65 1.152
81 H 5.90526 -2.46545 -6.36306  C69 1.150
82 H 5.10429 -1.48543 -5.07362  C69 1.120
83 H 6.44471 -2.55783 -4.58608  C69 1.090
84 H 5.40175 -5.25044 -5.89668  C70 1.084
85 H 3.75030 -5.25485 -6.12975  C70 1.050
86 H 4.62083 -4.15008 -7.05761  C70 1.052
87 H 0.63575 -1.60414 -5.96336  C71 1.128
88 H 1.58673 -1.01006 -4.68320  C71 1.115
89 H 0.08374 -1.94202 -4.33865  C71 1.078
90 H 3.38320 -1.24008 -6.66725  O68 0.960
91 C -4.80224 -0.18868 7.33276  C92 1.548, H102 1.108, H103 1.142, H104 1.033
92 C -3.32161 -0.55229 7.06311  C91 1.548, C93 1.466, N97 1.501, C101 1.578
93 C -3.11921 -1.88242 7.64569  C92 1.466, C94 1.549, H105 1.115, H106 1.089
94 C -1.77610 -2.45784 7.13192  C93 1.549, C95 1.497, H107 1.083, H108 1.082
95 C -1.83357 -2.57652 5.64079  C94 1.497, C96 1.541, H109 1.059, H110 1.100
96 C -2.08246 -1.23312 4.92901  C95 1.541, N97 1.447, C99 1.554, C100 1.497
97 N -3.26787 -0.70879 5.57160  C92 1.501, C96 1.447, O98 1.358
98 O -3.49926 0.47380 4.94458  N97 1.358, H120 0.936
99 C -0.83960 -0.30247 5.00246  C96 1.554, H111 1.053, H112 1.144, H113 1.107
100 C -2.29463 -1.40561 3.45768  C96 1.497, H114 1.108, H115 1.100, H116 1.107
101 C -2.34065 0.53515 7.65108  C92 1.578, H117 1.096, H118 1.082, H119 1.055
102 H -5.07834 -0.60068 8.32372  C91 1.108
103 H -5.48512 -0.59416 6.51175  C91 1.142
104 H -5.02257 0.81999 7.34327  C91 1.033
105 H -3.16976 -1.94995 8.75789  C93 1.115
106 H -3.92437 -2.51925 7.28214  C93 1.089
107 H -1.72875 -3.45308 7.55586  C94 1.083
108 H -0.92532 -1.91168 7.51690  C94 1.082
109 H -2.62119 -3.24352 5.40212  C95 1.059
110 H -0.90703 -3.06927 5.31031  C95 1.100
111 H -0.33483 -0.28669 5.92617  C99 1.053
112 H -0.17758 -0.59193 4.11530  C99 1.144
113 H -1.11267 0.75878 4.84900  C99 1.107
114 H -2.25993 -0.39604 3.00275  C100 1.108
115 H -1.54193 -2.04074 2.96829  C100 1.100
116 H -3.30521 -1.80289 3.24220  C100 1.107
117 H -2.41282 1.47910 7.09847  C101 1.096
118 H -1.34073 0.13490 7.54267  C101 1.082
119 H -2.61957 0.64675 8.66275  C101 1.055
120 H -4.18915 0.23398 4.35889  O98 0.936
121 C 0.20478 3.06244 -0.66642  C122 1.571, H132 1.120, H133 1.127, H134 1.094
122 C 0.68367 1.68164 -1.24333  C121 1.571, C123 1.491, N127 1.429, C131 1.525
123 C 2.15128 1.82947 -1.45987  C122 1.491, C124 1.509, H135 1.100, H136 1.093
124 C 2.82646 0.51662 -1.77083  C123 1.509, C125 1.506, H137 1.130, H138 1.111
125 C 2.57111 -0.45497 -0.64850  C124 1.506, C126 1.511, H139 1.082, H140 1.098
126 C 1.12032 -0.64216 -0.27138  C125 1.511, N127 1.537, C129 1.515, C130 1.467
127 N 0.50541 0.76287 -0.16377  C122 1.429, C126 1.537, O128 1.445
128 O -0.91142 0.58253 0.05628  N127 1.445, H150 1.022
129 C 0.29262 -1.54199 -1.16605  C126 1.515, H141 1.089, H142 1.078, H143 1.039
130 C 1.07458 -1.24911 1.06340  C126 1.467, H144 1.045, H145 1.146, H146 1.087
131 C 0.02601 1.29308 -2.56339  C122 1.525, H147 1.127, H148 1.068, H149 1.101
132 H 0.63011 3.84469 -1.34539  C121 1.120
133 H 0.71170 3.25012 0.32222  C121 1.127
134 H -0.88270 3.17884 -0.63152  C121 1.094
135 H 2.31759 2.48582 -2.32686  C123 1.100
136 H 2.50961 2.21202 -0.50063  C123 1.093
137 H 3.94130 0.62362 -1.92176  C124 1.130
138 H 2.46282 0.09531 -2.73264  C124 1.111
139 H 3.09083 -0.20622 0.26782  C125 1.082
140 H 2.95691 -1.46150 -0.85808  C125 1.098
141 H 0.67945 -2.55826 -1.23210  C129 1.089
142 H -0.72980 -1.53502 -0.82492  C129 1.078
143 H 0.31841 -1.18991 -2.14289  C129 1.039
144 H 1.33425 -2.26156 1.08127  C130 1.045
145 H 1.72178 -0.71125 1.84118  C130 1.146
146 H 0.05314 -1.17900 1.42712  C130 1.087
147 H 0.32807 2.11263 -3.27575  C131 1.127
148 H -1.02665 1.13621 -2.47363  C131 1.068
149 H 0.41623 0.33848 -2.94921  C131 1.101
150 H -1.04996 0.91930 1.01099  O128 1.022
151 C -3.66966 3.62700 -3.17903  O152 1.213, N153 1.372, N154 1.312
152 O -3.54923 4.56465 -3.93847  C151 1.213
153 N -4.35934 2.48527 -3.49960  C151 1.372, H155 0.999, H156 1.020
154 N -3.19101 3.65127 -1.95745  C151 1.312, H157 1.047, H158 1.020
155 H -4.40620 1.71177 -2.86873  N153 0.999
156 H -4.59210 2.31852 -4.47839  N153 1.020
157 H -2.61518 4.41364 -1.52855  N154 1.047
158 H -3.45503 2.91960 -1.29817  N154 1.020
159 C -2.06968 6.84867 0.54959  O160 1.256, N161 1.394, N162 1.382
160 O -1.50418 6.04031 -0.22815  C159 1.256
161 N -2.98678 7.79791 0.10016  C159 1.394, H163 1.024, H164 0.983
162 N -1.77556 7.05899 1.88366  C159 1.382, H165 1.016, H166 1.011
163 H -3.54461 7.51204 -0.70909  N161 1.024
164 H -3.52060 8.21046 0.81571  N161 0.983
165 H -0.95205 6.63959 2.30693  N162 1.016
166 H -2.29869 7.79447 2.34014  N162 1.011
167 C 2.00916 6.11325 2.26993  O168 1.241, N169 1.382, N170 1.285
168 O 0.98229 5.90299 2.93417  C167 1.241
169 N 3.15041 5.33526 2.30889  C167 1.382, H171 1.008, H172 0.993
170 N 2.08659 7.06743 1.41225  C167 1.285, H173 1.033, H174 1.056
171 H 3.92375 5.52824 1.69225  N169 1.008
172 H 3.23755 4.66007 3.03202  N169 0.993
173 H 1.24025 7.63403 1.23716  N170 1.033
174 H 2.87906 7.16166 0.72109  N170 1.056
175 C 3.57117 6.88968 -1.83064  O176 1.252, N177 1.394, N178 1.373
176 O 3.88576 7.34129 -0.70588  C175 1.252
177 N 3.05849 5.60313 -1.98607  C175 1.394, H179 0.997, H180 1.026
178 N 3.56750 7.72093 -2.92331  C175 1.373, H181 0.976, H182 1.029
179 H 3.00419 4.84327 -1.34223  N177 0.997
180 H 2.71242 5.38136 -2.92613  N177 1.026
181 H 3.79805 8.66242 -2.81018  N178 0.976
182 H 3.04655 7.43429 -3.76264  N178 1.029
183 C -1.46237 1.50991 -6.31526  O184 1.217, N185 1.358, N186 1.414
184 O -0.77382 0.97850 -7.16592  C183 1.217
185 N -1.84838 0.84479 -5.19620  C183 1.358, H187 0.982, H188 1.018
186 N -1.98455 2.82160 -6.39266  C183 1.414, H189 1.053, H190 1.031
187 H -1.44148 -0.02205 -4.97945  N185 0.982
188 H -2.45244 1.34865 -4.54958  N185 1.018
189 H -2.69844 3.23663 -5.73925  N186 1.053
190 H -1.45757 3.34769 -7.10572  N186 1.031
191 C -2.13809 2.81959 2.65771  O192 1.220, N193 1.368, N194 1.410
192 O -1.58488 1.76304 2.40306  C191 1.220
193 N -2.34002 3.85636 1.78887  C191 1.368, H195 1.030, H196 1.020
194 N -2.81719 3.09013 3.86311  C191 1.410, H197 1.019, H198 1.014
195 H -2.22187 4.79398 2.19918  N193 1.030
196 H -1.76920 3.78414 0.94634  N193 1.020
197 H -2.61760 2.48955 4.66223  N194 1.019
198 H -3.02441 4.05284 4.10493  N194 1.014
199 C 0.55100 5.98394 -3.79984  O200 1.203, N201 1.408, N202 1.363
200 O 1.58149 5.98548 -4.42150  C199 1.203
201 N -0.43322 5.00117 -4.02005  C199 1.408, H203 1.028, H204 1.007
202 N 0.35068 6.76037 -2.69799  C199 1.363, H205 1.036, H206 1.051
203 H -0.22893 4.23147 -4.66997  N201 1.028
204 H -1.39810 5.20838 -3.82149  N201 1.007
205 H -0.32331 6.44223 -1.97886  N202 1.036
206 H 1.15986 7.21896 -2.20861  N202 1.051
207 C -3.90789 -0.63442 0.49568  C208 1.508, H211 1.065, H212 1.120, H213 1.114
208 C -4.19759 -0.27540 -0.94039  C207 1.508, C209 1.542, O210 1.460, H214 1.163
209 C -5.68305 0.01950 -1.22993  C208 1.542, H215 1.116, H216 1.133, H217 1.090
210 O -3.36616 0.84815 -1.36110  C208 1.460, H218 0.980
211 H -3.91580 0.23540 1.10984  C207 1.065
212 H -2.89120 -1.07271 0.66516  C207 1.120
213 H -4.61641 -1.41492 0.85521  C207 1.114
214 H -3.96916 -1.21275 -1.59013  C208 1.163
215 H -5.98876 0.91247 -0.63429  C209 1.116
216 H -6.32944 -0.83748 -0.86685  C209 1.133
217 H -5.91850 0.36626 -2.23577  C209 1.090
218 H -2.44579 0.77612 -1.03351  O210 0.980
219 C 2.20957 2.20462 -5.50470  C220 1.557, H223 1.072, H224 1.086, H225 1.076
220 C 2.72279 1.68844 -6.88075  C219 1.557, C221 1.535, O222 1.431, H226 1.097
221 C 4.24846 1.74979 -7.03761  C220 1.535, H227 1.059, H228 1.123, H229 1.139
222 O 2.48439 0.28235 -7.00027  C220 1.431, H230 0.951
223 H 2.79961 1.62341 -4.82382  C219 1.072
224 H 1.14994 1.98127 -5.42306  C219 1.086
225 H 2.30997 3.27390 -5.44293  C219 1.076
226 H 2.19909 2.29863 -7.62715  C220 1.097
227 H 4.76348 1.06254 -6.41776  C221 1.059
228 H 4.73756 2.72576 -6.77229  C221 1.123
229 H 4.58355 1.51938 -8.10105  C221 1.139
230 H 1.54204 0.15837 -6.95706  O222 0.951
231 C -4.06880 -3.91824 -2.87401  C232 1.530, H235 1.074, H236 1.085, H237 1.139
232 C -5.08467 -5.03511 -2.62325  C231 1.530, C233 1.610, O234 1.432, H238 1.142
233 C -5.95877 -4.61796 -1.33705  C232 1.610, H239 1.089, H240 1.141, H241 1.083
234 O -5.94922 -5.25472 -3.74290  C232 1.432, H242 0.969
235 H -3.40072 -3.87051 -2.03380  C231 1.074
236 H -4.56130 -2.97302 -3.07519  C231 1.085
237 H -3.53118 -4.24627 -3.82340  C231 1.139
238 H -4.50870 -6.01362 -2.50156  C232 1.142
239 H -6.54179 -5.45566 -0.95640  C233 1.089
240 H -6.67947 -3.86645 -1.80282  C233 1.141
241 H -5.31134 -4.25432 -0.54887  C233 1.083
242 H -6.45306 -4.43074 -3.82049  O234 0.969

Calculated values
Orbital gap   0.2934 Ha
HOMO   -0.291 hartree
Spin multiplicity   1
F_max   0.10039 Eh/bohr
Net charge   0
Electronic energy   -4581.41504 a.u.

Atomic partial charges in e from the Mulliken method, atoms 1 to 2: atom 1 (C): -2.6581, atom 2 (C): 2.7532